Entry 1:
# C33H26N2O9PS2SeTl

A structure of composition C33H26N2O9PS2SeTl (ωB97M-V/def2-TZVPD, OMol25).

```
75
Properties=species:S:1:pos:R:3:lowdin_charge:R:1
Tl -0.354 -0.246 0.774 0.660
O -1.673 2.501 -0.280 -0.377
S -2.786 1.606 0.047 0.637
O -4.009 2.319 0.422 -0.322
N -2.346 0.347 0.923 -0.243
C -3.098 -0.322 1.832 -0.250
C -4.468 -0.145 2.100 -0.032
C -5.133 -0.900 3.069 -0.105
C -4.439 -1.854 3.801 -0.065
C -3.073 -2.046 3.560 -0.167
C -2.320 -2.987 4.275 -0.008
C -0.966 -3.132 4.003 -0.019
C -0.415 -2.328 3.022 -0.152
N -1.109 -1.416 2.312 -0.038
C -2.413 -1.274 2.574 -0.173
C -3.249 0.957 -1.590 -0.218
C -2.568 1.382 -2.733 -0.075
C -2.953 0.895 -3.983 -0.082
C -4.010 -0.012 -4.085 -0.096
C -4.687 -0.433 -2.938 -0.093
C -4.310 0.053 -1.686 -0.054
H -5.050 0.598 1.560 0.087
H -6.190 -0.728 3.248 0.087
H -4.960 -2.433 4.555 0.094
H -2.784 -3.599 5.041 0.107
H -0.357 -3.847 4.540 0.116
H 0.638 -2.393 2.766 0.052
H -1.752 2.094 -2.649 0.066
H -2.428 1.228 -4.873 0.086
H -4.308 -0.389 -5.059 0.089
H -5.510 -1.137 -3.015 0.092
H -4.836 -0.263 -0.792 0.105
O 2.331 -3.612 2.007 -0.302
S 1.731 -2.717 1.018 0.500
O 1.019 -3.383 -0.068 -0.311
O 1.078 -1.543 1.591 -0.597
C 3.182 -2.034 0.145 -0.200
C 4.355 -2.812 0.168 -0.056
C 5.516 -2.361 -0.455 -0.097
C 5.511 -1.131 -1.101 -0.100
C 4.347 -0.355 -1.124 -0.084
C 3.153 -0.784 -0.504 -0.294
P 1.666 0.264 -0.559 1.034
C 2.334 1.879 -0.041 -0.300
C 2.500 2.092 1.338 -0.069
C 3.001 3.301 1.829 -0.052
C 3.342 4.322 0.947 -0.106
C 3.189 4.129 -0.424 -0.109
C 2.692 2.916 -0.914 -0.091
C 1.214 0.437 -2.309 -0.323
C 0.248 1.395 -2.671 -0.127
C -0.177 1.539 -3.995 -0.134
C 0.343 0.711 -4.985 -0.104
C 1.274 -0.266 -4.645 -0.098
C 1.695 -0.408 -3.318 -0.073
H 4.352 -3.774 0.677 0.107
H 6.414 -2.969 -0.431 0.092
H 6.411 -0.767 -1.588 0.089
H 4.382 0.601 -1.641 0.101
H 2.235 1.303 2.045 0.057
H 3.119 3.436 2.901 0.110
H 3.729 5.262 1.327 0.089
H 3.456 4.921 -1.118 0.086
H 2.600 2.795 -1.989 0.097
H -0.197 2.033 -1.908 0.065
H -0.928 2.284 -4.242 0.095
H 0.004 0.809 -6.012 0.093
H 1.660 -0.941 -5.404 0.090
H 2.384 -1.217 -3.083 0.104
O 1.227 1.376 4.762 -0.517
Se 0.679 0.294 3.650 1.032
O 2.002 -0.626 3.317 -0.453
O 0.177 1.196 2.130 -0.531
O -0.608 -0.764 4.425 -0.433
H -0.723 1.075 -0.486 0.011
```

**Total energy**: -157038.53863 eV
**LUMO energy**: 0.156 hartree
**Net charge**: -2
**HOMO**: -1.2 eV
**2S+1**: 1
**HOMO-LUMO gap**: 5.40 eV

Entry 2:
# C26H57F2Li2N6O13S2

A structure of composition C26H57F2Li2N6O13S2 (ωB97M-V/def2-TZVPD, OMol25).

```
108
Properties=species:S:1:pos:R:3:lowdin_charge:R:1
Li 35.532 15.736 -12.491 0.575
Li 37.971 14.468 -12.584 0.567
C 34.695 17.042 -16.486 -0.022
C 34.936 16.460 -17.802 -0.312
C 36.080 15.339 -17.825 -0.320
O 36.539 14.955 -18.916 -0.008
C 36.673 14.856 -16.570 -0.003
C 36.210 15.354 -15.380 -0.408
C 35.299 16.581 -15.356 -0.357
O 34.991 17.205 -14.220 -0.173
O 36.777 14.882 -14.345 -0.190
O 34.258 16.615 -18.858 -0.025
H 34.070 17.922 -16.435 0.101
H 37.361 14.028 -16.481 0.084
N 36.781 15.240 -11.138 -0.383
S 36.642 14.426 -9.851 0.447
O 35.357 14.540 -9.196 -0.260
O 37.834 14.127 -9.080 -0.248
F 36.420 13.032 -10.661 -0.213
S 37.154 16.667 -10.289 0.598
O 38.570 16.896 -10.011 -0.255
O 36.107 17.186 -9.427 -0.273
F 36.902 17.541 -11.595 -0.192
C 34.438 20.447 -11.175 -0.029
C 33.476 20.108 -9.976 -0.373
C 31.935 20.047 -10.372 -0.171
O 31.401 21.267 -10.911 -0.190
C 31.249 22.324 -9.919 -0.097
N 34.006 18.958 -9.224 0.032
H 34.415 19.751 -12.013 0.074
H 35.469 20.430 -10.819 0.073
H 34.110 21.421 -11.537 0.071
H 33.620 20.910 -9.252 0.110
H 31.328 19.821 -9.496 0.103
H 31.591 19.203 -10.971 0.108
H 30.635 21.957 -9.096 0.076
H 30.663 23.181 -10.251 0.079
H 32.172 22.726 -9.500 0.075
H 33.989 19.326 -8.284 0.076
H 34.989 18.844 -9.427 0.028
C 40.268 11.147 -13.204 -0.053
C 39.076 11.846 -13.872 -0.411
C 38.311 10.919 -14.850 -0.192
O 39.117 10.296 -15.836 -0.161
C 39.798 11.291 -16.599 -0.100
N 38.225 12.373 -12.800 0.018
H 40.710 11.664 -12.353 0.076
H 40.997 10.904 -13.977 0.072
H 40.015 10.201 -12.724 0.079
H 39.564 12.660 -14.409 0.103
H 37.485 11.506 -15.251 0.121
H 37.811 10.116 -14.309 0.128
H 39.274 12.202 -16.887 0.093
H 39.981 10.645 -17.458 0.094
H 40.744 11.655 -16.197 0.075
H 37.266 12.289 -13.105 0.061
H 38.247 11.660 -12.085 0.083
C 30.188 11.753 -11.606 -0.055
C 29.545 11.305 -10.274 -0.448
C 30.378 11.766 -9.042 -0.149
O 31.793 11.337 -9.052 -0.199
C 32.785 12.191 -9.535 -0.121
N 28.283 11.915 -10.265 0.024
H 29.692 11.407 -12.513 0.082
H 31.162 11.269 -11.678 0.062
H 30.423 12.817 -11.582 0.060
H 29.535 10.218 -10.202 0.142
H 29.980 11.312 -8.135 0.113
H 30.288 12.818 -8.771 0.115
H 33.734 11.658 -9.591 0.092
H 32.971 12.993 -8.820 0.092
H 32.573 12.404 -10.582 0.060
H 28.386 12.912 -10.141 0.074
H 27.838 11.756 -9.372 0.071
C 39.249 16.873 -13.592 -0.015
C 39.959 15.452 -13.457 -0.397
C 41.390 15.388 -13.823 -0.206
O 41.832 14.032 -13.743 -0.200
C 43.173 13.799 -14.167 -0.095
N 39.827 14.977 -12.067 0.004
H 39.761 17.713 -13.123 0.084
H 38.186 16.917 -13.354 0.045
H 39.165 17.145 -14.644 0.086
H 39.441 14.807 -14.167 0.114
H 42.033 15.950 -13.145 0.135
H 41.472 15.815 -14.823 0.135
H 43.483 14.354 -15.052 0.087
H 43.298 12.722 -14.274 0.084
H 43.929 14.056 -13.425 0.079
H 40.492 14.227 -11.945 0.071
H 40.165 15.653 -11.397 0.079
C 31.625 15.950 -10.680 -0.047
C 32.938 15.467 -11.262 -0.420
C 32.826 14.856 -12.670 -0.122
O 34.092 14.142 -12.971 -0.215
C 33.852 12.936 -13.626 -0.121
N 33.903 16.548 -11.255 0.030
H 31.810 16.576 -9.807 0.078
H 30.854 15.197 -10.517 0.061
H 31.137 16.653 -11.354 0.075
H 33.314 14.659 -10.635 0.103
H 32.581 15.600 -13.429 0.135
H 31.944 14.217 -12.692 0.105
H 33.245 12.982 -14.531 0.099
H 33.468 12.112 -13.025 0.081
H 34.790 12.611 -14.076 0.080
H 33.886 16.997 -10.351 0.037
H 33.678 17.349 -11.827 0.078
```

**Total energy**: -90959.55294 eV
**LUMO energy**: 0.067 hartree
**Net charge**: -1
**HOMO**: -4.0 eV
**2S+1**: 1
**HOMO-LUMO gap**: 5.86 eV

Entry 3:
# C27H42O27

A cluster of 9 separate species, C27H42O27 in total (ωB97M-V/def2-TZVPD, OMol25).

```
96
Properties=species:S:1:pos:R:3:lowdin_charge:R:1
C -1.288 0.625 0.258 0.005
O -0.336 -0.465 -0.038 -0.011
C -0.183 -1.490 0.777 -0.544
O -0.616 -1.495 1.931 0.089
O 0.431 -2.549 0.102 -0.041
C 0.684 -3.833 0.657 -0.053
H -1.088 1.087 1.224 0.092
H -2.274 0.165 0.191 0.096
H -1.314 1.461 -0.441 0.088
H -0.253 -4.350 0.865 0.093
H 1.284 -3.776 1.565 0.093
H 1.315 -4.359 -0.060 0.093
C -2.411 8.162 -0.558 -0.079
O -1.251 8.119 -1.313 -0.034
C -0.761 9.248 -1.963 -0.542
O -1.013 10.407 -1.701 0.118
O 0.240 8.926 -2.760 0.010
C 0.956 9.929 -3.445 -0.056
H -3.179 8.635 -1.171 0.102
H -2.335 9.007 0.126 0.086
H -2.479 7.224 -0.009 0.104
H 0.324 10.554 -4.077 0.100
H 1.637 9.410 -4.119 0.092
H 1.673 10.539 -2.895 0.098
C 7.156 5.657 6.834 -0.041
O 6.668 5.518 5.501 -0.023
C 5.452 6.040 5.194 -0.546
O 4.667 6.700 5.920 0.074
O 5.225 5.762 3.922 0.003
C 4.027 6.211 3.277 -0.038
H 6.624 4.938 7.455 0.097
H 7.206 6.668 7.238 0.101
H 8.125 5.193 6.647 0.094
H 3.234 5.481 3.440 0.092
H 4.244 6.228 2.209 0.093
H 3.536 7.146 3.545 0.095
O -6.047 5.463 -4.638 0.158
C -5.135 4.699 -4.809 -0.501
O -5.344 3.345 -5.054 0.048
C -4.130 2.671 -5.125 -0.142
C -3.134 3.853 -5.264 -0.150
O -3.807 4.983 -4.815 0.077
H -3.855 2.149 -4.209 0.123
H -4.081 1.986 -5.972 0.131
H -2.782 3.984 -6.287 0.128
H -2.233 3.621 -4.697 0.127
O 6.444 -2.567 1.605 0.127
C 6.849 -3.688 1.322 -0.598
O 7.334 -4.056 0.171 0.107
C 7.985 -5.283 0.325 -0.127
C 7.688 -5.706 1.716 -0.163
O 7.008 -4.637 2.205 0.107
H 7.559 -5.990 -0.386 0.136
H 9.050 -5.160 0.129 0.138
H 8.569 -5.966 2.303 0.138
H 7.092 -6.618 1.727 0.134
O -7.555 -2.431 -1.857 0.132
C -6.656 -3.268 -1.897 -0.513
O -6.632 -4.401 -2.572 0.074
C -5.481 -5.165 -2.370 -0.127
C -4.650 -4.379 -1.353 -0.119
O -5.445 -3.193 -1.225 0.032
H -5.783 -6.033 -1.783 0.132
H -4.877 -5.301 -3.267 0.137
H -3.693 -4.113 -1.802 0.125
H -4.517 -4.966 -0.444 0.126
O -0.437 -9.431 -2.169 0.134
C -1.045 -10.403 -1.757 -0.535
O -1.656 -11.337 -2.553 0.042
C -2.427 -12.268 -1.838 -0.120
C -1.853 -11.988 -0.429 -0.118
O -1.269 -10.697 -0.475 0.074
H -3.483 -12.002 -1.892 0.128
H -2.255 -13.294 -2.163 0.133
H -1.075 -12.723 -0.220 0.132
H -2.669 -11.999 0.294 0.131
O -7.710 -0.753 7.158 0.118
C -6.704 -0.988 6.480 -0.515
O -5.874 -2.017 6.714 0.076
C -4.707 -1.738 5.899 -0.107
C -5.198 -0.747 4.874 -0.186
O -6.224 -0.145 5.524 0.084
H -3.956 -1.327 6.574 0.129
H -4.228 -2.641 5.520 0.131
H -5.273 -1.244 3.906 0.135
H -4.414 0.000 4.745 0.136
O 2.869 3.943 -4.796 0.119
C 3.336 3.095 -4.042 -0.573
O 3.608 1.830 -4.330 0.080
C 4.070 1.147 -3.169 -0.100
C 4.177 2.246 -2.073 -0.087
O 3.577 3.365 -2.756 0.057
H 3.373 0.420 -2.753 0.126
H 5.025 0.658 -3.361 0.129
H 5.191 2.431 -1.721 0.125
H 3.560 2.050 -1.196 0.124
```

**SMILES**: COC(=O)OC.COC(=O)OC.COC(=O)OC.O=C1OCCO1.O=C1OCCO1.O=C1OCCO1.O=C1OCCO1.O=C1OCCO1.O=C1OCCO1
**Total energy**: -83958.33448 eV
**Energy relative to the best compared isomer or geometry (same formula, charge and spin)**: 4.9618 eV
**LUMO energy**: -0.004 hartree
**Net charge**: 0
**HOMO**: -10.5 eV
**2S+1**: 1
**HOMO-LUMO gap**: 10.44 eV

Entry 4:
# C2H4N4O

An isolated molecule of C2H4N4O (ωB97M-V/def2-TZVPD, OMol25).

```
11
Properties=species:S:1:pos:R:3:lowdin_charge:R:1
O -2.480 -0.254 -0.240 0.053
C -1.279 -0.230 -0.016 -0.493
N -0.355 -1.296 0.382 0.007
N 0.933 -1.346 -0.351 0.049
C 1.415 -0.180 -0.277 -0.297
N 0.712 0.844 0.350 -0.062
N -0.617 1.034 -0.312 0.055
H -1.042 -2.210 0.464 0.201
H 2.561 -0.035 -0.533 0.150
H 1.235 1.875 0.307 0.194
H -1.082 1.799 0.227 0.142
```

**SMILES**: O=C1NN=CNN1
**Total energy**: -10143.62327 eV
**Energy relative to the best compared isomer or geometry (same formula, charge and spin)**: 3.5115 eV
**LUMO energy**: 0.022 hartree
**Net charge**: 0
**HOMO**: -9.4 eV
**2S+1**: 1
**HOMO-LUMO gap**: 9.98 eV

Entry 5:
# C3H4N2O

An isolated molecule of C3H4N2O (ωB97M-V/def2-TZVPD, OMol25).

```
10
Properties=species:S:1:pos:R:3:lowdin_charge:R:1
H 2.224 -0.626 -1.233 0.060
N 1.357 -0.225 -0.887 0.124
C 1.228 -0.426 0.351 -0.300
O 0.164 0.016 1.055 -0.064
C -0.825 0.704 0.306 -0.186
C -1.769 -0.224 -0.342 -0.177
N -2.551 -0.918 -0.834 0.154
H 1.909 -0.951 1.025 0.137
H -0.364 1.331 -0.462 0.119
H -1.373 1.319 1.022 0.133
```

**SMILES**: [H]/N=C/OCC#N
**Total energy**: -8202.44145 eV
**Energy relative to the best compared isomer or geometry (same formula, charge and spin)**: 1.4440 eV
**LUMO energy**: 0.028 hartree
**Net charge**: 0
**HOMO**: -11.0 eV
**2S+1**: 1
**HOMO-LUMO gap**: 11.80 eV

Entry 6:
# C16H22F5N4O5PS

A structure of composition C16H22F5N4O5PS (ωB97M-V/def2-TZVPD, OMol25).

```
54
Properties=species:S:1:pos:R:3:lowdin_charge:R:1
N -3.989 -2.969 0.326 0.017
C -3.756 -3.956 -0.714 -0.241
C -3.034 -3.399 -1.952 -0.121
C -2.048 -2.293 -1.648 -0.079
C -2.357 -0.966 -1.436 0.014
C -3.765 -0.413 -1.659 -0.367
F -3.642 0.567 -2.598 0.110
F -4.612 -1.290 -2.199 0.128
C -4.515 0.228 -0.418 -0.561
F -4.739 1.514 -0.639 0.170
F -5.714 -0.330 -0.257 0.165
F -3.839 0.053 0.707 0.176
C -1.282 -0.015 -1.105 -0.094
C -1.523 1.465 -0.861 -0.074
C -1.381 1.974 0.629 -0.337
O -2.615 2.552 1.074 -0.050
C -0.305 3.072 0.804 -0.240
N 0.321 3.065 2.139 0.008
C 0.026 -0.449 -1.070 -0.205
P 1.443 0.639 -0.777 0.764
O 1.551 1.801 -1.697 -0.427
C 0.357 -1.810 -1.329 -0.374
N 1.565 -2.369 -1.356 -0.245
S 1.333 -3.928 -1.696 1.049
N -0.254 -3.956 -1.822 -0.223
C -0.691 -2.713 -1.602 -0.304
H -4.673 -3.269 1.001 0.079
H -3.133 -2.687 0.775 0.075
H -3.144 -4.764 -0.305 0.105
H -4.700 -4.396 -1.016 0.115
H -2.488 -4.244 -2.352 0.097
H -3.710 -3.056 -2.723 0.110
H -0.806 2.042 -1.435 0.105
H -2.498 1.786 -1.191 0.098
H -1.211 1.146 1.308 0.138
H -2.766 3.312 0.505 0.090
H 0.446 3.053 0.020 0.078
H -0.799 4.038 0.738 0.116
H -0.435 2.923 2.803 0.067
H 0.898 2.238 2.248 0.040
H 1.450 0.987 0.583 0.016
H 2.570 -0.177 -0.945 0.018
C 5.239 2.346 -0.120 -0.037
O 5.072 2.018 1.262 -0.001
C 6.037 1.252 1.765 -0.629
O 6.994 0.837 1.167 0.126
O 5.758 1.020 3.048 0.002
C 6.721 0.205 3.718 -0.042
H 4.390 2.964 -0.401 0.092
H 6.159 2.906 -0.276 0.098
H 5.239 1.445 -0.730 0.095
H 7.698 0.683 3.715 0.098
H 6.784 -0.777 3.252 0.097
H 6.374 0.098 4.741 0.092
```

**Total energy**: -66858.08911 eV
**Energy relative to the best compared isomer or geometry (same formula, charge and spin)**: 0.0000 eV
**LUMO energy**: -0.048 hartree
**Net charge**: 0
**HOMO**: -9.3 eV
**2S+1**: 1
**HOMO-LUMO gap**: 7.99 eV